{"formula": "C15H31FP2Pt", "method": "ωB97M-V/def2-TZVPD", "e_tot_ha": -1491.56269, "multiplicity": 3, "charge": 0, "homo_lumo_gap_ev": [4.81, 6.10], "homo_energy_ev": [-4.42, -5.92], "s2": 2.023, "relative_energy_ev": 7.983, "elements": ["P", "P", "C", "C", "H", "H", "H", "H", "C", "H", "H", "H", "C", "H", "H", "H", "C", "H", "H", "H", "C", "H", "H", "H", "Pt", "C", "C", "C", "C", "C", "C", "C", "C", "C", "H", "H", "H", "H", "H", "H", "H", "H", "H", "H", "H", "H", "H", "H", "H", "F"], "coordinates": [[-2.46347, 0.57118, -0.66453], [-0.82013, -0.99888, 3.23142], [0.17865, -2.25161, -0.84630], [0.12400, -2.75801, 0.42223], [0.56320, -1.18012, -1.09410], [-0.48763, -2.58288, -1.75854], [-0.34177, -3.77320, 0.65612], [1.07487, -2.56969, 0.91859], [0.58531, -0.35753, 4.11863], [0.49672, -0.69053, 5.13579], [0.82281, 0.67774, 3.83765], [1.52079, -0.84702, 3.70048], [-0.47540, -2.82851, 3.59225], [0.61242, -2.64345, 3.64892], [-0.65217, -3.48899, 2.72736], [-0.70285, -3.10944, 4.62900], [-2.53815, 2.08430, -1.62903], [-3.55424, 2.32509, -1.88553], [-1.93144, 1.90806, -2.51604], [-2.11655, 2.95965, -1.16385], [-3.16944, -0.28426, -2.11628], [-2.93747, -1.38920, -2.18790], [-2.59521, 0.16108, -2.97614], [-4.25689, -0.12512, -2.27436], [-0.09478, 0.15941, 0.14664], [2.45531, -0.32822, -0.29001], [1.80784, 0.71295, 0.39257], [2.35721, 2.10953, 0.13974], [1.87326, 2.59223, -1.22200], [0.53903, 1.97138, -1.44416], [0.37927, 0.90128, -2.25409], [1.47701, 0.01505, -2.71269], [2.68367, -0.24547, -1.79007], [-2.67543, 0.41765, 0.97846], [2.98462, -1.34632, 0.01997], [1.35838, 0.70501, 1.36067], [3.43296, 2.28793, 0.16423], [1.92956, 2.82033, 0.87515], [1.84996, 3.70251, -1.16552], [2.53150, 2.13688, -1.97127], [-0.20183, 2.76655, -1.36518], [-0.54835, 0.67056, -2.81922], [1.93959, 0.27582, -3.67274], [0.96928, -0.97306, -2.90916], [2.99111, -1.24407, -2.13908], [3.43843, 0.55706, -1.95306], [-2.53956, -0.62002, 1.46643], [-3.81024, 0.57297, 0.69533], [-2.09186, 1.14800, 1.71237], [-1.97191, -0.57462, 4.25087]], "nbo_charge": [0.9370, 1.2005, -0.4059, -0.4945, 0.2200, 0.1842, 0.2027, 0.2148, -1.0293, 0.2381, 0.2579, 0.2474, -0.9762, 0.2281, 0.2448, 0.2413, -0.9221, 0.2206, 0.2465, 0.2384, -0.9164, 0.2461, 0.2468, 0.2209, 0.3300, -0.2601, -0.6146, -0.3814, -0.4682, -0.1869, -0.2163, -0.4761, -0.4639, -1.0783, 0.1970, 0.2249, 0.1963, 0.1912, 0.2149, 0.2025, 0.2143, 0.1956, 0.2237, 0.2076, 0.2165, 0.1991, 0.3047, 0.1941, 0.3296, -0.5877]}

=====

{"formula": "C5H7NO", "method": "ωB97M-V/def2-TZVPD", "smiles": "[H]/N=C1/C=C(C)CO1", "e_tot_ha": -324.63053, "charge": 0, "homo_lumo_gap_ev": 9.74, "homo_energy_ev": -8.95, "relative_energy_ev": 2.556, "elements": ["H", "N", "C", "C", "C", "C", "C", "O", "H", "H", "H", "H", "H", "H"], "coordinates": [[-1.99662, -1.67165, 2.34484], [-2.16604, -0.82903, 1.78896], [-1.11313, -0.53871, 1.14750], [-0.85604, 0.54908, 0.20103], [0.30386, 0.35115, -0.44362], [0.92737, 1.27062, -1.45842], [0.88447, -0.94450, 0.03649], [0.04559, -1.26317, 1.25234], [-1.55206, 1.36569, 0.06697], [2.01554, 1.34565, -1.34406], [0.72926, 0.90766, -2.47235], [0.50964, 2.28148, -1.37543], [1.95533, -0.87695, 0.31547], [0.31284, -1.94733, -0.05972]], "nbo_charge": [0.3467, -0.6983, 0.5093, -0.2752, 0.0229, -0.6439, -0.1815, -0.5211, 0.2337, 0.2232, 0.2322, 0.2306, 0.2109, 0.3103]}